ORCA calculation (the ωB97M-V functional and the def2-TZVPD basis) on a structure of composition C19H8Cl7FO3Zn in a non-equilibrium geometry.

Atoms and positions in Å:
1 Zn 0.6154 0.6101 0.5350
2 Cl -0.9985 -5.7500 -3.2633
3 C -0.8291 -4.1901 -2.4475
4 C 0.4398 -3.7095 -2.1602
5 C 0.5917 -2.4661 -1.5094
6 Cl 2.4785 -0.5518 0.1389
7 C -0.5860 -1.6860 -1.1451
8 O -0.5621 -0.5048 -0.5175
9 C -1.8077 -2.2647 -1.4651
10 Cl -3.2734 -1.4088 -1.0057
11 C -1.9664 -3.5007 -2.1039
12 H 1.3313 -4.2584 -2.4248
13 H -2.9525 -3.8884 -2.3133
14 Cl 3.8873 2.4740 1.4820
15 C 3.9877 1.9466 -0.1658
16 C 4.4340 2.8193 -1.2224
17 Cl 5.1848 4.3566 -0.9794
18 C 4.1335 2.2466 -2.4216
19 Cl 4.5366 2.8653 -3.9768
20 C 3.4045 0.9841 -2.1943
21 O 2.9807 0.2103 -3.0551
22 C 3.3616 0.8652 -0.7201
23 O 1.7648 -2.1044 -1.1254
24 C 2.9351 -0.5676 1.7054
25 Cl 3.1453 -1.0299 3.2691
26 F -5.7805 0.9914 1.8832
27 C -4.4231 1.1172 1.9390
28 C -3.8386 2.2673 1.4569
29 C -2.4583 2.3923 1.5331
30 C -1.6560 1.3875 2.0754
31 C -0.1693 1.5135 2.1139
32 C -2.2987 0.2397 2.5437
33 C -3.6754 0.0933 2.4784
34 H -4.4548 3.0438 1.0226
35 H -1.9863 3.2840 1.1356
36 H 0.2445 0.9915 2.9788
37 H 0.1239 2.5625 2.1655
38 H -1.6998 -0.5706 2.9430
39 H -4.1643 -0.8104 2.8172

relative energy (zero: lowest compared OMol25 entry of this formula, charge and spin): 614.9 kJ/mol
highest occupied orbital energy (spin up / spin down): -0.3 / -0.4 eV
net charge: -2
gap between HOMO and LUMO (spin up / spin down): 4.202 / 4.455 eV

ORCA calculation (the ωB97M-V functional and the def2-TZVPD basis) on a structure of composition C19H8ClN4O4ReS2.

Atoms and positions in Å:
1 Re 0.1311 1.8771 -1.0903
2 S 1.6915 0.5897 -2.1214
3 C 0.8014 -0.7625 -2.7978
4 C 1.4804 -1.8870 -3.2528
5 C 0.7601 -2.9481 -3.7727
6 C 1.4648 -4.1239 -4.2195
7 N 2.0428 -5.0569 -4.5569
8 C -0.6424 -2.8802 -3.8501
9 C -1.3108 -1.7522 -3.4071
10 C -0.5815 -0.6944 -2.8766
11 S -1.4060 0.7534 -2.3290
12 C -1.4016 -3.9859 -4.3794
13 N -2.0056 -4.8689 -4.7965
14 H 2.5600 -1.9451 -3.1950
15 H -2.3908 -1.7071 -3.4689
16 O -0.0835 5.8979 3.1891
17 C -0.0908 4.6839 3.7205
18 O -0.1194 4.5017 4.8995
19 C -0.0696 3.4945 2.7773
20 C -0.0487 2.1606 3.2006
21 Cl -0.0696 1.6740 4.8027
22 N -0.0397 1.3243 2.1318
23 N -0.0447 2.1010 1.0039
24 C -0.0599 3.3918 1.4065
25 C -0.0628 4.3955 0.3010
26 O -0.0582 5.5775 0.4443
27 O -0.0617 3.8101 -0.9130
28 C -0.0286 -0.1449 2.0511
29 C 0.1835 -0.9542 3.1639
30 C 0.1903 -2.3352 3.0224
31 C -0.0160 -2.9355 1.7946
32 C -0.2369 -2.1308 0.6906
33 C -0.2429 -0.7541 0.8234
34 H -0.0728 5.8981 2.2104
35 H 0.3598 -0.5560 4.1398
36 H 0.3636 -2.9402 3.9018
37 H -0.0111 -4.0132 1.6991
38 H -0.4161 -2.5680 -0.2844
39 H -0.4576 -0.1868 -0.0627

2S+1: 4
relative energy (zero: lowest compared OMol25 entry of this formula, charge and spin): 29.3 kJ/mol
highest occupied orbital energy (spin up / spin down): -12.8 / -13.0 eV
net charge: +1
gap between HOMO and LUMO (spin up / spin down): 6.924 / 6.511 eV

ORCA calculation (the ωB97M-V functional and the def2-TZVPD basis) on a cluster of 2 separate species, C2 in total in a non-equilibrium geometry.

Atoms and positions in Å:
1 C -0.2519 0.1751 1.2655
2 C 0.2519 -0.1751 -1.2655

relative energy (zero: lowest compared OMol25 entry of this formula, charge and spin): 686.0 kJ/mol
highest occupied orbital energy: -8.2 eV
gap between HOMO and LUMO: 5.855 eV

ORCA calculation (the ωB97M-V functional and the def2-TZVPD basis) on a structure of composition C20H10Br3N5O3PdSe in a non-equilibrium geometry.

Atoms and positions in Å:
1 Pd 0.0788 0.4440 0.1550
2 Br -0.3661 5.3537 1.0011
3 C -0.0756 4.0402 2.3274
4 C -0.0809 4.3913 3.6705
5 C 0.0745 3.4226 4.6335
6 Br -0.0286 3.9205 6.4633
7 C 0.3014 2.0758 4.2821
8 C 0.4098 1.0183 5.2080
9 C 0.6885 -0.2477 4.7696
10 C 0.9089 -0.4494 3.3997
11 N 0.7607 0.5028 2.5107
12 C 0.4113 1.7456 2.9024
13 C 0.1365 2.7277 1.8742
14 O 0.1005 2.4583 0.6200
15 H -0.2350 5.4229 3.9493
16 H 0.2768 1.2264 6.2592
17 H 0.7601 -1.0771 5.4555
18 H 1.2193 -1.4214 3.0327
19 Se 1.2840 -3.1346 0.3774
20 N 2.9984 -2.7046 0.4650
21 C 3.1741 -1.4792 -0.0286
22 C 4.3372 -0.6929 -0.0591
23 C 4.2093 0.6302 -0.4476
24 C 2.9785 1.1715 -0.8125
25 N 1.8634 0.4368 -0.8378
26 C 1.9659 -0.8458 -0.4567
27 N 0.8315 -1.5486 -0.3252
28 H 5.2800 -1.1081 0.2577
29 H 5.0762 1.2709 -0.4607
30 H 2.8701 2.2095 -1.0946
31 Br -7.4273 -1.2177 -1.5075
32 C -6.1802 -0.3113 -0.4077
33 C -6.6321 0.5143 0.6152
34 N -5.8070 1.1298 1.4392
35 C -4.5076 0.9735 1.2754
36 C -3.9594 0.1962 0.2547
37 C -4.8195 -0.4692 -0.6096
38 C -2.4793 0.1413 0.1018
39 O -1.7853 0.2984 1.1503
40 O -1.9495 -0.0261 -1.0128
41 H -7.6879 0.6955 0.7659
42 H -3.8604 1.5008 1.9639
43 H -4.4253 -1.0788 -1.4061

relative energy (zero: lowest compared OMol25 entry of this formula, charge and spin): 53.9 kJ/mol
highest occupied orbital energy (spin up / spin down): -7.3 / -7.3 eV
gap between HOMO and LUMO (spin up / spin down): 4.345 / 4.347 eV

ORCA calculation (the ωB97M-V functional and the def2-TZVPD basis) on a structure of composition C20H10Cl2F5MnN3OS3 in a non-equilibrium geometry.

Atoms and positions in Å:
1 Mn 9.9914 9.2766 16.1773
2 N 7.8900 7.1006 19.5820
3 C 8.3944 7.6495 18.3886
4 S 8.3544 9.3791 18.3006
5 N 8.8927 6.8319 17.4839
6 N 9.2841 7.4282 16.3141
7 C 9.0932 6.7786 15.1778
8 C 9.6113 7.1153 13.8331
9 C 9.2924 6.0842 12.9079
10 C 9.7490 6.1589 11.6172
11 C 10.4608 7.2948 11.1959
12 C 10.7190 8.3466 12.0939
13 C 10.3655 8.2685 13.4762
14 O 10.6472 9.2056 14.2435
15 H 7.5392 7.7540 20.2665
16 H 7.9521 6.0873 19.6446
17 H 8.4249 5.9300 15.2554
18 H 8.7091 5.2212 13.1854
19 H 9.5518 5.3662 10.8937
20 H 10.8376 7.4460 10.1530
21 H 11.3038 9.1938 11.7376
22 Cl 12.1813 9.1330 17.4883
23 C 9.9066 11.3585 16.3180
24 C 10.6115 12.3055 16.9553
25 C 10.2459 13.6721 16.6591
26 C 9.2348 13.8901 15.6791
27 C 8.4596 12.8619 15.2776
28 Cl 7.2715 13.1153 14.0476
29 C 8.7377 11.5172 15.6076
30 S 7.8882 10.0981 15.0759
31 H 11.4058 12.0477 17.5777
32 H 10.6183 14.5200 17.2017
33 H 8.8376 14.8514 15.3799
34 F 8.1708 10.6873 9.7633
35 C 8.0707 11.6498 8.8955
36 C 9.0867 12.5570 8.5893
37 F 10.3081 12.4709 9.0283
38 C 8.8995 13.6207 7.6898
39 F 9.9216 14.4776 7.4705
40 C 7.6572 13.7924 6.9079
41 S 7.4788 15.0867 5.8122
42 C 6.6914 12.8192 7.2733
43 F 5.4733 12.9007 6.7433
44 C 6.8837 11.7816 8.1831
45 F 5.7747 11.1631 8.6000

2S+1: 6
relative energy (zero: lowest compared OMol25 entry of this formula, charge and spin): 264.2 kJ/mol
highest occupied orbital energy (spin up / spin down): -1.8 / -1.8 eV
net charge: -2
gap between HOMO and LUMO (spin up / spin down): 5.345 / 3.552 eV